C14H11BeCl3N2SSiTe as an isolated structure, computed with wB97M-V/def2-TZVPD.

```
34
Properties=species:S:1:pos:R:3:forces:R:3
Be 0.438 0.013 -0.673 0.6561 -0.0257 -0.5491
C 0.026 3.947 -1.452 -0.3156 0.1561 -0.1581
C -1.292 3.938 -1.905 0.2660 -0.0147 0.1158
C -2.003 2.756 -1.870 -0.0927 -0.2210 0.0361
C -1.377 1.605 -1.402 0.2310 0.5829 -0.0966
N -0.093 1.618 -0.999 -0.5597 0.1816 0.0096
C 0.582 2.769 -1.010 0.3220 -0.1866 0.1383
C -1.989 0.282 -1.309 -0.3362 -0.5601 0.0014
C -3.303 -0.027 -1.639 0.1866 0.2502 0.0086
C -3.751 -1.319 -1.453 0.1415 -0.2134 0.0738
C -2.871 -2.273 -0.951 -0.2788 0.1324 -0.0918
C -1.571 -1.905 -0.684 0.3038 -0.1110 0.0449
N -1.135 -0.658 -0.865 -0.4574 0.2449 0.1046
H 0.607 4.857 -1.455 0.0439 -0.0299 0.0325
H -1.751 4.843 -2.278 -0.0079 0.0067 0.0157
H -3.030 2.723 -2.201 -0.0053 -0.0141 -0.0086
H 1.603 2.722 -0.653 0.0064 -0.0544 -0.0557
H -3.956 0.738 -2.033 -0.0419 -0.0058 0.0341
H -4.771 -1.586 -1.694 -0.0053 0.0122 0.0075
H -3.193 -3.288 -0.770 0.0433 -0.0178 -0.0227
H -0.842 -2.615 -0.316 0.0212 0.0353 0.0044
Cl 2.706 0.241 2.520 0.2910 0.2305 0.0104
Si 1.156 -0.417 1.345 -0.3100 -0.1571 -0.1630
Cl -0.550 0.203 2.404 -0.2852 0.1612 0.3321
Cl 1.153 -2.473 1.654 0.0477 -0.3639 0.0531
Te 1.599 -0.513 -2.736 0.1545 0.0107 0.1451
C 3.019 -1.871 -2.009 0.1376 0.0754 0.0181
C 3.279 -3.121 -2.487 -0.0485 -0.0336 -0.0293
C 4.357 -3.766 -1.820 0.0604 -0.0747 0.0340
C 4.905 -2.994 -0.847 0.0131 0.2138 0.1420
S 4.123 -1.468 -0.747 -0.1435 -0.1402 -0.1669
H 2.720 -3.566 -3.299 -0.0248 -0.0006 0.0287
H 4.704 -4.763 -2.053 -0.0082 0.0059 -0.0043
H 5.717 -3.221 -0.175 -0.0052 -0.0752 -0.0447
```
Positions in Å, forces in eV/Å.

Computed properties:
total energy: -3000.8839 hartree
HOMO energy: -7.0 eV
energy relative to the best compared isomer or geometry (same formula, charge and spin): 0.091 eV
gap between HOMO and LUMO: 5.74 eV
spin multiplicity: 1
E_LUMO: -1.280 eV